No. 1
# C13H40AgBN3O5V

A molecular structure, C13H40AgBN3O5V at a distorted geometry (ωB97M-V with the def2-TZVPD basis set, OMol25).

Its multiplicity is 2. Its net charge is +1. Its expectation value of S² is 0.775. The LUMO energy (alpha / beta) is -5.08 / -4.82 eV. The calculation puts the largest force on an atom at 4.8 eV/A. Its relative energy (zero: lowest compared OMol25 entry of this formula, charge and spin) is 0.0 kcal per mole. As for the HOMO energy (alpha / beta): -0.3903 / -0.3903 Eh. The electronic energy comes out at -2175.20296 Eh. The HOMO-LUMO gap (alpha / beta) is 5.5 / 5.8 eV.

XYZ file:
```
64
Properties=species:S:1:pos:R:3:forces:R:3:mulliken_charge:R:1
O -0.49800 1.17434 4.78962 -0.5 -2.2 -0.5 -0.48
V -0.18809 -0.31426 4.40568 3.4 3.2 -1.2 1.15
Ag 3.08822 -0.75871 2.97978 0.3 0.5 0.0 0.36
B 1.59263 -1.03195 5.54842 0.6 -0.3 0.0 0.26
H 1.67368 -1.44026 4.44252 0.0 -0.7 -1.1 -0.10
H 2.51676 -1.37112 6.19082 0.1 -0.1 0.3 -0.09
H 1.56040 0.14604 5.50627 -0.5 1.2 -0.2 0.07
H 0.54061 -1.43949 5.92260 -1.4 -0.6 0.6 0.01
C 0.62419 0.50491 1.42689 -1.1 -0.4 -1.1 -0.15
O 0.80080 -0.17898 2.63684 -1.3 -0.4 2.1 -0.64
H 1.48193 0.31518 0.77153 0.2 0.3 0.2 -0.06
H -0.21393 0.09325 0.84334 0.0 -0.1 0.2 0.00
H 0.37263 1.56996 1.47514 0.5 0.1 0.5 0.34
C -4.15889 3.33592 -0.49221 -0.5 -0.3 0.6 -1.65
C -3.46025 2.21604 -1.26591 0.6 1.1 0.6 0.49
C -2.76840 2.68092 -2.54508 -2.2 -0.2 0.0 -0.76
O -1.71900 3.54669 -2.25592 0.4 -0.6 -0.1 -0.33
C -1.01760 3.98156 -3.39818 0.2 1.1 0.0 -0.81
N -2.45688 1.58612 -0.39672 0.0 -0.5 -0.1 -0.45
H -4.61682 2.85755 0.38397 -0.1 0.0 -0.1 0.44
H -4.99070 3.77919 -1.04086 0.2 0.2 -0.1 0.41
H -3.52135 4.09861 -0.04457 0.3 0.1 -0.6 0.35
H -4.26833 1.53751 -1.55370 0.3 -0.4 0.0 0.11
H -3.58353 3.18153 -3.09359 0.3 0.2 -0.2 0.43
H -2.56130 1.78149 -3.14182 0.9 0.2 0.0 0.41
H -0.70345 3.19629 -4.08925 -0.1 -0.3 0.2 0.32
H -0.14565 4.52400 -3.03171 0.1 -0.2 0.0 0.26
H -1.59593 4.73043 -3.95314 -0.2 -0.2 -0.1 0.30
H -1.53508 1.95123 -0.60330 -0.1 0.2 0.0 0.18
H -2.64995 1.78457 0.57612 0.0 0.0 0.0 0.19
C 6.41276 0.63958 1.96944 0.1 -1.4 0.6 -1.52
C 5.14526 1.06072 1.23709 1.3 0.2 0.6 0.37
C 4.72034 -0.01642 0.24805 0.1 0.1 0.7 -0.51
O 4.31281 -1.21022 0.93011 -0.5 0.4 0.2 -0.25
C 3.80186 -2.16460 0.01427 -0.3 -0.7 -0.1 -0.87
N 4.09561 1.38879 2.22016 -0.4 -0.8 -0.3 -0.46
H 7.24388 0.35957 1.31948 -0.1 0.7 -0.4 0.40
H 6.27307 -0.32120 2.48503 -0.4 0.3 0.3 0.31
H 6.74917 1.36829 2.70512 0.0 0.1 -0.1 0.37
H 5.46773 1.98064 0.73562 -0.5 -0.2 -0.7 0.25
H 5.61886 -0.30913 -0.29843 -0.3 0.4 -0.7 0.46
H 3.88687 0.36305 -0.35025 0.2 -0.2 -0.4 0.40
H 3.40955 -3.01524 0.57131 0.3 0.0 0.2 0.28
H 4.59281 -2.51372 -0.65252 0.0 0.1 -0.1 0.30
H 2.94505 -1.80819 -0.56807 0.2 0.4 -0.1 0.36
H 3.29816 1.78399 1.73038 0.0 0.2 0.1 0.19
H 4.44217 2.08428 2.86956 -0.1 0.0 0.1 0.24
C -1.20898 -1.75946 -2.79301 0.0 1.0 -1.0 -1.47
C -2.60537 -1.92283 -2.20047 0.1 0.0 1.2 0.56
C -3.10148 -3.37179 -2.28834 0.1 0.2 0.1 -0.75
O -4.00911 -3.68280 -1.25431 0.0 0.0 -0.3 -0.32
C -4.93903 -4.67881 -1.61548 -0.6 0.0 0.1 -0.73
N -2.58866 -1.45297 -0.80312 0.2 0.0 0.1 -0.49
H -1.12686 -1.85088 -3.88274 -0.2 -0.5 0.1 0.41
H -0.43542 -2.38180 -2.34131 -0.2 -0.2 0.2 0.37
H -0.93248 -0.71080 -2.63443 0.1 -0.1 0.2 0.31
H -3.33707 -1.26459 -2.67503 0.2 -0.1 -0.3 0.33
H -2.23223 -4.04027 -2.20859 -0.1 -0.1 -0.2 0.22
H -3.58654 -3.50676 -3.26011 0.2 -0.1 -0.1 0.42
H -4.61040 -5.30727 -2.44645 0.2 -0.1 0.2 0.34
H -5.89946 -4.24417 -1.92339 0.1 0.2 -0.1 0.27
H -5.16152 -5.28015 -0.73409 0.2 -0.2 -0.1 0.24
H -2.47111 -0.43699 -0.77715 -0.2 -0.2 -0.1 0.21
H -1.76901 -1.81640 -0.32189 -0.1 -0.2 0.0 0.23
```
Forces are in eV/Å.



No. 2
# C13H40Br2GaO9

A molecular structure, C13H40Br2GaO9 at a distorted geometry (ωB97M-V with the def2-TZVPD basis set, OMol25).

Its net charge is -1. The LUMO energy is 2.23 eV. The calculation puts the largest force on an atom at 2.4 eV/A. As for the HOMO energy: -0.1806 Eh. The electronic energy comes out at -8269.26451 Eh. The HOMO-LUMO gap is 7.1 eV.

XYZ file:
```
65
Properties=species:S:1:pos:R:3:forces:R:3:mulliken_charge:R:1
C 0.36922 1.14031 -4.10477 0.0 0.5 -0.4 -1.46
C -0.29636 1.97871 -3.06052 -0.2 -0.3 0.1 0.12
Br -2.00280 2.59229 -3.80685 -0.3 0.3 -0.2 -0.21
C -0.54343 1.28446 -1.76159 -0.7 1.0 0.6 -0.98
Ga -1.12087 2.55439 -0.25197 0.5 -0.2 -0.1 0.22
Br -3.19768 1.69949 0.75071 -0.1 0.0 0.0 -0.56
C 0.21418 2.56633 1.29919 -0.6 0.1 -0.8 -1.39
C 1.66701 2.69457 0.92182 -1.0 -0.7 0.1 -0.13
C 2.01046 3.85127 0.11159 0.1 -0.7 0.2 0.39
O 2.94719 3.87246 -0.63023 1.9 0.2 -1.5 -0.64
O 1.23532 4.88832 0.24219 -1.0 1.7 0.6 -0.37
H 1.22597 0.63499 -3.72235 0.6 -0.4 0.5 0.29
H 0.71721 1.76240 -4.90647 0.3 0.4 -0.6 0.32
H -0.30404 0.45059 -4.55348 -0.6 -0.8 -0.2 0.41
H 0.25403 2.87643 -2.90472 0.4 0.9 0.0 0.39
H 0.36947 0.80071 -1.48703 0.8 -0.5 0.3 0.39
H -1.29542 0.54588 -1.93127 -0.5 -0.8 0.1 0.60
H -1.38605 4.01118 -0.82036 -0.2 0.1 0.0 -0.27
H 0.08873 1.67854 1.88454 -0.2 -0.6 0.5 0.64
H -0.03279 3.41084 1.90887 -0.4 0.5 0.6 0.44
H 1.98882 1.86603 0.33662 0.4 -0.9 -0.4 0.24
H 2.28999 2.70813 1.78713 0.8 0.1 0.8 0.29
H 1.65461 5.59252 -0.27070 -0.2 0.1 -0.2 0.35
C -4.25183 -1.91531 0.39669 0.2 0.2 0.2 -0.29
O -3.67424 -1.61600 1.66268 -0.1 -0.1 -0.1 -0.43
H -4.54270 -2.96139 0.40469 0.0 0.0 0.0 0.05
H -5.13603 -1.29767 0.21337 0.0 0.0 -0.1 0.26
H -3.53024 -1.74791 -0.40902 -0.1 0.0 -0.1 0.19
H -3.41581 -0.68289 1.63732 0.1 0.1 -0.1 0.16
C -2.08426 -1.73059 4.73339 0.3 0.1 0.2 -0.27
O -1.04147 -0.75521 4.83908 -0.1 -0.1 0.0 -0.50
H -2.85795 -1.32227 4.09339 0.0 0.0 -0.1 0.16
H -1.71085 -2.65265 4.27951 -0.1 0.0 0.0 0.22
H -2.50135 -1.95178 5.71720 -0.1 -0.1 0.0 0.12
H -0.35485 -1.12109 5.40164 0.0 0.0 0.0 0.26
C -3.85546 -5.72304 -0.67733 -0.2 0.0 0.1 -0.55
O -5.06735 -5.07740 -0.30122 0.0 -0.3 -0.1 -0.50
H -3.28987 -5.01417 -1.27420 0.0 0.0 0.0 0.22
H -3.26019 -5.99815 0.19723 0.0 0.0 0.0 0.27
H -4.04630 -6.61832 -1.27678 0.0 0.0 0.0 0.28
H -5.57888 -5.69054 0.23337 0.0 0.0 0.0 0.27
C -1.75944 -4.23622 8.44196 -0.2 0.1 0.0 -0.51
O -2.69661 -3.37238 7.81142 0.1 -0.1 0.1 -0.46
H -0.78145 -3.99658 8.03499 0.0 0.0 0.0 0.20
H -1.73502 -4.08420 9.52499 0.0 0.0 0.0 0.24
H -1.97659 -5.28767 8.23353 0.0 0.0 0.0 0.26
H -3.57005 -3.57257 8.15866 0.0 0.0 0.0 0.27
C 1.88749 -1.14877 -7.21576 -0.1 -0.1 0.1 -0.53
O 0.63947 -1.24817 -6.54543 0.1 0.0 -0.2 -0.46
H 2.04483 -0.09700 -7.43705 0.0 0.1 0.0 0.18
H 2.71114 -1.49985 -6.58743 0.0 0.0 0.0 0.25
H 1.88919 -1.71010 -8.15613 0.0 0.0 0.0 0.30
H 0.48278 -2.17173 -6.33200 0.0 0.0 0.1 0.27
C 4.19179 1.99536 -4.62110 0.0 0.2 0.0 -0.59
O 3.57236 1.31641 -3.54957 0.2 0.1 0.3 -0.44
H 4.08477 1.37376 -5.50890 0.0 0.0 0.0 0.18
H 3.71384 2.96235 -4.81193 0.0 0.0 -0.1 0.27
H 5.26030 2.15991 -4.43770 0.0 0.0 0.0 0.31
H 3.63783 1.87332 -2.76077 -0.1 -0.1 -0.1 0.27
C 5.44089 3.32284 1.83388 -0.1 0.1 0.2 -0.53
O 4.72734 2.39714 2.64894 0.2 0.0 0.0 -0.50
H 5.44677 2.94317 0.81688 -0.1 0.0 0.0 0.17
H 4.94207 4.29627 1.83994 0.1 0.0 -0.1 0.25
H 6.47396 3.45047 2.17441 0.0 0.0 0.0 0.31
H 4.71926 2.74978 3.54280 -0.1 -0.1 0.0 0.28
```
Forces are in eV/Å.



No. 3
# C13H40N2O13

7 unconnected molecules or ions with the total composition C13H40N2O13 at a distorted geometry (ωB97M-V with the def2-TZVPD basis set, OMol25).

The LUMO energy is 0.59 eV. The structure (SMILES) is NC(N)=O.OCCO.OCCO.OCCO.OCCO.OCCO.OCCO. The calculation puts the largest force on an atom at 2.7 eV/A. Its relative energy (zero: lowest compared OMol25 entry of this formula, charge and spin) is 0.3 kcal per mole. As for the HOMO energy: -0.3473 Eh. The electronic energy comes out at -1606.89036 Eh. The HOMO-LUMO gap is 10.0 eV.

XYZ file:
```
68
Properties=species:S:1:pos:R:3:forces:R:3:mulliken_charge:R:1
N -0.24758 -0.12441 22.80375 -0.2 -0.2 -0.9 -0.44
C 0.51763 -0.64063 21.78813 -0.4 0.1 0.4 0.81
N 0.18298 -0.45748 20.48080 0.0 0.0 1.3 -0.29
O 1.51371 -1.29712 22.08050 1.0 -0.3 -0.4 -0.56
H 0.21973 0.02319 23.69949 -0.3 0.1 -0.6 0.16
H -1.13396 0.30524 22.58122 0.4 0.2 0.4 0.18
H 0.85770 -0.76120 19.79494 -0.4 -0.1 -0.3 0.14
H -0.65903 0.02251 20.25454 -0.1 0.3 -0.5 0.17
O 3.31337 -3.63409 18.11215 0.4 0.1 0.5 -0.49
C 1.99886 -3.60673 17.56278 0.6 -0.8 0.2 -0.57
C 1.80418 -2.29013 16.87165 -1.6 -0.2 -0.6 -0.02
O 1.59585 -1.26714 17.81665 1.9 0.6 1.2 -0.57
H 3.17838 -3.67267 19.10217 0.6 -0.3 -0.6 0.25
H 1.91537 -4.52874 16.91240 -0.5 1.1 0.6 0.24
H 1.34850 -3.57511 18.44191 -0.6 -0.6 -0.5 0.39
H 0.83059 -2.32833 16.31706 1.0 0.0 -0.1 0.30
H 2.67606 -2.06273 16.25361 -0.3 0.1 -0.3 0.16
H 2.48820 -1.13588 18.27697 -1.3 0.1 -0.5 0.11
O 3.67008 -1.26946 23.65635 0.3 0.0 1.1 -0.50
C 2.81472 -0.96436 24.77321 0.9 0.6 0.2 -0.11
C 2.89422 0.52392 25.15367 0.4 0.4 -1.4 -0.62
O 2.20230 1.37795 24.21678 0.3 -0.4 0.4 -0.56
H 3.13196 -1.16706 22.86313 -0.3 -0.1 0.1 0.25
H 1.80802 -1.27341 24.47325 0.0 0.2 0.5 0.15
H 3.12563 -1.48823 25.71148 0.0 -0.2 -1.0 0.34
H 3.92384 0.90145 25.26077 0.1 -0.6 -0.4 0.31
H 2.53891 0.69282 26.14438 -1.1 0.1 0.7 0.39
H 2.78930 1.51196 23.44541 -0.3 -0.2 0.2 0.38
O 6.15068 -1.53713 17.63651 0.4 0.0 -0.3 -0.33
C 7.11154 -0.64499 17.07804 -0.8 1.8 0.1 -0.32
C 6.67532 -0.06935 15.67738 0.6 0.5 1.5 -0.59
O 5.33355 0.33972 15.64473 -0.7 0.3 0.3 -0.47
H 5.55809 -1.74621 16.91451 -0.5 -0.5 -0.4 0.34
H 7.05950 0.23337 17.76410 0.8 -0.5 -0.3 0.21
H 8.11225 -1.10447 17.03130 -0.3 0.3 0.0 0.33
H 6.67768 -0.88248 15.01703 0.5 -1.0 -1.4 0.22
H 7.31830 0.78930 15.35086 -0.1 -1.0 0.3 0.36
H 5.22923 1.15383 16.14745 0.0 0.0 0.1 0.28
O 3.27921 1.25482 21.56867 2.2 1.2 0.5 -0.65
C 4.60121 0.94368 21.00519 -1.7 0.4 0.8 -0.63
C 4.36086 0.61357 19.57742 1.4 1.5 -0.4 0.06
O 3.91705 -0.67592 19.42350 -1.4 -1.5 -0.4 0.30
H 2.80974 0.46395 21.44241 -1.4 -1.8 -0.1 0.11
H 5.15345 1.85797 21.08136 0.4 0.5 0.2 0.52
H 5.11693 0.12447 21.53234 -0.3 0.3 0.0 0.23
H 5.35025 0.77961 19.13251 -0.2 -0.2 -0.7 -0.18
H 3.61316 1.33955 19.17250 0.6 -0.6 0.1 0.25
H 4.60659 -1.28508 19.13686 0.5 0.1 0.0 0.10
O 6.02275 -4.92731 13.72042 -0.8 0.1 0.2 -0.55
C 5.19140 -3.80813 13.42515 0.2 0.7 -1.0 -0.56
C 4.14363 -3.38429 14.43827 -0.2 -0.4 -1.9 -0.25
O 4.74546 -3.19056 15.64127 0.8 0.0 2.6 -0.38
H 6.22067 -4.92475 14.66902 -0.1 0.2 -0.2 0.32
H 5.81900 -2.91772 13.28269 0.2 -0.1 0.0 0.26
H 4.66838 -3.94333 12.44646 0.5 -0.4 0.7 0.34
H 3.35403 -4.11847 14.47002 -0.5 -0.4 0.2 0.34
H 3.74141 -2.43803 14.05851 -0.3 0.0 -0.1 0.29
H 4.20043 -3.50613 16.39000 0.4 0.2 -0.2 0.22
O 2.82711 -3.82347 20.67353 0.1 -1.5 -0.6 -0.77
C 3.81208 -4.18034 21.62796 1.7 1.2 0.2 0.15
C 5.21954 -4.51061 20.99795 -0.4 1.2 2.4 -0.65
O 5.75505 -3.42518 20.26281 -0.4 -0.1 0.4 -0.41
H 2.52760 -2.93596 20.78793 -0.3 1.2 0.8 0.31
H 3.96936 -3.34001 22.30160 0.1 0.3 -0.1 -0.12
H 3.47632 -4.94272 22.31049 -0.3 -0.9 -0.2 0.44
H 5.14383 -5.41969 20.43873 0.3 -0.6 -0.5 0.32
H 5.94851 -4.57278 21.85847 -1.0 -0.7 -0.7 0.38
H 5.59882 -3.63220 19.35673 0.0 0.2 -1.3 0.18
```
Forces are in eV/Å.



Which of these has the lowest electronic energy?
C13H40Br2GaO9



The highest electronic energy belongs to which entry?
C13H40N2O13



Which of these has the lowest electronic energy?
C13H40Br2GaO9